(1)
Molecular formula: C33H26N6O2Sn
Method: DFT, ωB97M-V/def2-TZVPD

Values from the calculation:
charge: 0
molecular weight: 657.3 u
highest occupied orbital energy: -0.282 hartree

Positions of all 68 atoms, in Å:
1 Sn 0.7640 -0.1703 0.4084
2 O 1.1196 5.3092 0.7333
3 O 1.4447 1.4601 -0.9388
4 N 4.3411 -0.1214 -1.2911
5 N 3.2463 -1.6326 0.0427
6 N 0.1406 2.9633 0.2357
7 N -3.5868 1.1415 -0.2158
8 N -1.2842 -1.5220 0.7084
9 N -0.8191 1.9740 0.3120
10 C -2.4075 -3.5452 0.0657
11 C -2.2646 -1.2677 1.6695
12 C 5.3310 -2.2988 -0.9224
13 C 0.4763 -1.4626 -1.3452
14 C -5.2377 0.7322 2.1685
15 C 3.1430 -2.8475 0.5816
16 C -2.1075 -0.2525 2.5262
17 C 3.2417 3.4609 -1.6097
18 C 1.2520 -2.4145 -3.4344
19 C -1.3607 -2.5321 -0.0901
20 C -3.4839 -2.0964 1.6854
21 C 4.0848 -3.8409 0.4224
22 C -1.8826 2.3454 0.9092
23 C -4.6375 -0.4094 3.0735
24 C -3.8851 1.4902 2.2236
25 C -4.8700 0.5401 -0.2554
26 C -3.4215 -3.3211 0.9080
27 C 4.1210 5.6523 -1.2443
28 C 2.1061 4.9702 -0.1097
29 C 1.2766 -1.4058 -2.4802
30 C -5.6681 0.3613 0.7921
31 C -4.5464 -1.7441 2.4167
32 C 1.2053 2.6289 -0.4682
33 C -3.2903 0.3815 3.1683
34 C -3.1625 1.5913 0.8952
35 C 0.4308 -3.5198 -3.2569
36 C 4.3128 -1.3564 -0.7051
37 C -0.3912 -3.5908 -2.1450
38 C -0.3785 -2.5640 -1.1978
39 C 5.2064 -3.5428 -0.3505
40 C 4.2015 4.4147 -1.8797
41 C 2.1914 3.7072 -0.7224
42 C 3.0886 5.9275 -0.3725
43 H -3.0745 0.7609 4.1669
44 H -4.2358 -4.0301 1.0022
45 H -6.6456 -0.0817 0.6447
46 H 1.8791 -2.3429 -4.3148
47 H -5.3975 -2.4139 2.4867
48 H 3.0059 6.8864 0.1215
49 H -6.0352 1.2577 2.6953
50 H 0.4902 4.5432 0.7523
51 H -2.3779 -4.4429 -0.5315
52 H 3.2697 2.4983 -2.1029
53 H 3.6604 0.5510 -0.9683
54 H 4.8686 6.4110 -1.4398
55 H 6.1844 -2.0443 -1.5372
56 H -5.1651 -0.4934 4.0235
57 H -1.0467 -4.4446 -2.0392
58 H -5.1793 0.2543 -1.2520
59 H 0.4174 -4.3156 -3.9903
60 H 5.9780 -4.2862 -0.5065
61 H 2.2503 -3.0227 1.1761
62 H 5.2206 0.2434 -1.6083
63 H 3.9513 -4.8081 0.8841
64 H 1.9414 -0.5623 -2.6239
65 H 5.0000 4.2072 -2.5791
66 H -1.1589 0.2684 2.5702
67 H -3.9218 2.4818 2.6801
68 H -1.9188 3.3322 1.3788

Forces on the atoms, in the same order (eV/Å):
Sn 0.0 0.0 -0.1
O 0.1 0.1 0.0
O 0.1 -0.1 0.1
N 0.0 0.1 0.0
N 0.0 0.0 0.0
N 0.0 0.0 0.0
N 0.0 0.0 0.0
N 0.0 0.0 0.1
N 0.0 -0.1 0.0
C 0.0 0.0 -0.1
C 0.0 -0.1 0.0
C 0.0 0.0 0.0
C 0.0 0.0 0.1
C 0.0 0.1 0.2
C 0.0 0.0 0.0
C 0.0 0.0 0.0
C 0.0 0.0 0.0
C 0.0 0.0 0.0
C 0.1 0.0 0.2
C 0.0 0.0 0.0
C 0.0 0.0 0.0
C -0.2 0.1 -0.2
C 0.0 -0.1 -0.1
C 0.0 0.0 -0.1
C 0.0 0.0 0.0
C 0.0 0.0 0.0
C 0.0 0.0 0.0
C 0.0 0.0 0.0
C 0.0 0.0 0.0
C 0.0 0.0 -0.1
C -0.1 0.0 0.0
C 0.0 0.0 0.0
C 0.0 0.0 0.1
C 0.2 -0.1 0.2
C 0.0 0.0 0.0
C 0.0 0.0 0.0
C 0.0 0.0 0.0
C -0.2 0.0 -0.2
C 0.0 0.0 0.0
C 0.0 0.0 0.0
C 0.0 0.0 0.0
C 0.0 0.0 0.0
H 0.0 0.0 0.0
H 0.0 0.0 0.0
H 0.0 0.0 0.0
H 0.0 0.0 0.0
H 0.0 0.0 0.0
H 0.0 0.0 0.0
H 0.0 0.0 0.0
H 0.0 0.0 0.0
H 0.0 0.0 0.0
H 0.0 0.0 0.0
H 0.0 0.0 0.0
H 0.0 0.0 0.0
H 0.0 0.0 0.0
H 0.0 0.0 0.0
H 0.0 0.0 0.0
H 0.0 0.0 0.0
H 0.0 0.0 0.0
H 0.0 0.0 0.0
H 0.0 0.0 0.0
H 0.0 0.0 0.0
H 0.0 0.0 0.0
H 0.0 0.0 0.0
H 0.0 0.0 0.0
H 0.0 0.0 0.0
H 0.0 0.0 0.0
H 0.0 0.0 0.0

(2)
Molecular formula: C33H27N2O3PPd
Method: DFT, ωB97M-V/def2-TZVPD

Values from the calculation:
charge: -2
molecular weight: 637.0 u
highest occupied orbital energy: -0.018 hartree

Positions of all 67 atoms, in Å:
1 Pd 1.2364 -1.3331 -0.9859
2 P 0.5336 0.6347 -1.0772
3 O 2.1277 -3.4122 -0.6458
4 O 4.9209 -3.2295 -0.4300
5 O -2.0320 -0.9934 -0.6462
6 N -1.6238 -2.3458 1.2261
7 N -0.3287 -2.5950 0.7922
8 C -1.4632 2.0185 0.4925
9 C 4.6964 -3.0843 1.9032
10 C 1.8266 1.9597 -1.1979
11 C -4.6417 -0.6503 0.1564
12 C 3.9385 -3.0335 3.0743
13 C 0.4608 -2.8436 1.7657
14 C -3.7232 -1.3007 0.9768
15 C 1.9068 -3.0398 1.7195
16 C -4.1127 -1.6345 2.2727
17 C 0.0957 0.6189 1.6478
18 C -0.8373 2.5730 -2.7087
19 C -1.6336 1.7468 2.8794
20 C -5.3872 -1.3306 2.7312
21 C -0.3499 1.1829 0.4525
22 C 2.5624 -2.9943 2.9560
23 C -5.9199 -0.3513 0.6086
24 C 4.5868 -2.3841 -1.5247
25 C -2.3268 -1.5648 0.4300
26 C 2.4806 2.4373 -0.0603
27 C 2.3178 2.3718 -2.4400
28 C 4.0853 -3.1368 0.6707
29 C -0.6071 1.2332 -2.3998
30 C -2.1007 2.2967 1.6933
31 C 3.4063 3.2246 -2.5418
32 C -6.3001 -0.6888 1.9017
33 C -0.5300 0.9074 2.8524
34 C 2.6606 -3.1954 0.5083
35 C -1.2681 0.2565 -3.1409
36 C -2.3522 1.9483 -4.4682
37 C 3.5715 3.2897 -0.1573
38 C 4.0439 3.6915 -1.3991
39 C -2.1351 0.6108 -4.1669
40 C -1.7004 2.9319 -3.7353
41 H -1.8713 2.4226 -0.4240
42 H 4.0593 3.6334 0.7481
43 H -5.6690 -1.5898 3.7467
44 H -3.0294 2.2259 -5.2687
45 H 3.8568 -2.8549 -2.1814
46 H -0.3240 3.3469 -2.1487
47 H -1.8628 3.9799 -3.9626
48 H 5.7813 -3.0800 1.9285
49 H 0.9159 -0.0910 1.6155
50 H 2.1368 2.1303 0.9200
51 H -0.1761 0.4363 3.7620
52 H -2.9863 2.9225 1.6961
53 H -4.3050 -0.3752 -0.8359
54 H 3.7631 3.5187 -3.5231
55 H 0.0337 -2.8180 2.7781
56 H 4.1598 -1.4376 -1.1807
57 H 1.9473 -2.9075 3.8478
58 H 4.4176 -3.0003 4.0458
59 H -2.1498 1.9441 3.8122
60 H -6.6209 0.1553 -0.0467
61 H 1.8500 2.0035 -3.3457
62 H -2.6475 -0.1632 -4.7264
63 H -3.3865 -2.1306 2.9028
64 H -7.2939 -0.4462 2.2632
65 H -1.1050 -0.7801 -2.8735
66 H 4.9004 4.3512 -1.4764
67 H 5.5211 -2.1888 -2.0583

Forces on the atoms, in the same order (eV/Å):
Pd -0.1 -0.8 0.0
P 0.0 0.5 -0.1
O 0.1 0.6 0.1
O -0.1 0.0 0.0
O -0.1 -0.1 -0.1
N 0.0 0.1 0.1
N 0.1 0.1 0.0
C 0.0 0.0 0.0
C 0.0 0.0 0.0
C 0.0 0.1 0.1
C 0.0 0.0 0.0
C 0.0 0.0 0.0
C -0.1 -0.1 0.1
C -0.1 0.1 0.0
C 0.1 0.0 0.0
C 0.0 0.0 0.0
C 0.0 0.0 0.0
C 0.0 0.0 0.0
C 0.0 0.0 0.0
C 0.0 0.0 0.0
C 0.0 -0.1 0.0
C 0.0 0.0 0.0
C 0.0 0.0 0.0
C 0.0 0.0 0.0
C 0.0 0.0 0.0
C -0.1 0.1 0.0
C 0.0 0.0 0.0
C 0.1 -0.2 -0.1
C 0.0 0.0 0.0
C 0.0 0.0 0.0
C 0.0 0.0 0.0
C 0.0 0.0 0.0
C 0.0 0.0 0.0
C -0.1 -0.2 0.0
C 0.0 0.0 0.0
C 0.0 0.0 0.0
C 0.0 0.0 0.0
C 0.0 0.0 0.0
C 0.0 0.0 0.0
C 0.0 0.0 0.0
H 0.0 0.0 0.0
H 0.0 0.0 0.0
H 0.0 0.0 0.0
H 0.0 0.0 0.0
H 0.0 0.0 0.0
H 0.0 0.0 0.0
H 0.0 0.0 0.0
H 0.0 0.0 0.0
H 0.0 0.0 0.0
H 0.0 0.0 0.0
H 0.0 0.0 0.0
H 0.0 0.0 0.0
H 0.0 0.0 0.0
H 0.0 0.0 0.0
H 0.0 0.0 0.0
H 0.0 0.0 0.0
H 0.0 0.0 0.0
H 0.0 0.0 0.0
H 0.0 0.0 0.0
H 0.0 0.0 0.0
H 0.0 0.0 0.0
H 0.0 0.0 0.0
H 0.0 0.0 0.0
H 0.0 0.0 0.0
H 0.0 0.0 0.0
H 0.0 0.0 0.0
H 0.0 0.0 0.0

(3)
Molecular formula: C33H27N2O6RhTe
Method: DFT, ωB97M-V/def2-TZVPD

Values from the calculation:
charge: +2
molecular weight: 778.1 u
highest occupied orbital energy: -0.507 hartree

Positions of all 70 atoms, in Å:
1 Te -0.0096 -2.4903 0.6899
2 Rh -0.2427 0.0642 0.1688
3 O -0.1131 0.2600 2.1415
4 O 5.3834 0.7001 4.9236
5 O -3.5048 1.7998 0.9331
6 O 1.6992 -0.1909 -0.0344
7 O 6.8373 0.2679 3.3839
8 O -0.1531 2.1932 0.1745
9 N -2.3538 3.6588 -1.1292
10 N 5.7089 0.4405 3.7859
11 C 0.5238 -3.3273 -1.1553
12 C -2.2560 2.2379 -1.1459
13 C 2.2849 0.2628 2.2661
14 C 0.4352 -4.7111 -1.2789
15 C -1.2266 0.2818 -2.1621
16 C 0.8347 -5.3070 -2.4656
17 C 0.0255 4.2961 -0.8761
18 C -1.3322 4.5050 -1.1026
19 C -1.9923 -3.1756 0.7961
20 C 2.0228 2.9846 -0.4290
21 C -2.8210 1.4219 -0.1217
22 C -3.9503 -3.4165 2.1606
23 C 1.0322 -2.5410 -2.1813
24 C 2.7872 4.0448 -0.8429
25 C -2.6299 -3.0139 2.0236
26 C 0.6146 3.0781 -0.3629
27 C 3.9393 -0.2400 0.5579
28 C -3.9744 -4.1447 -0.1353
29 C 4.6235 0.2605 2.8046
30 C -1.9329 -0.5407 -1.2830
31 C -4.6198 -3.9806 1.0831
32 C 1.4305 -3.1524 -3.3627
33 C -2.6552 -3.7405 -0.2879
34 C 1.3270 -4.5290 -3.5049
35 C 4.9392 -0.0800 1.4796
36 C -2.6474 0.0242 -0.2143
37 C 0.9674 0.3853 2.7635
38 C -1.4904 1.6669 -2.1268
39 C -3.7417 3.1608 1.3404
40 C 2.5870 -0.0569 0.9151
41 C 3.3354 0.4210 3.2029
42 C 2.2196 5.2788 -1.2304
43 C 0.8679 5.3961 -1.2360
44 H -4.4500 -3.3020 3.1130
45 H 5.9778 -0.2115 1.2079
46 H 3.8649 3.9379 -0.8495
47 H 0.8595 0.5933 3.8315
48 H -2.1053 -2.5898 2.8722
49 H -4.2582 3.0737 2.2900
50 H -1.6263 5.5245 -1.3303
51 H -2.8031 3.6910 1.4778
52 H -3.1706 -0.6024 0.4974
53 H -1.9293 -1.6133 -1.4184
54 H 4.1620 -0.5011 -0.4679
55 H 1.8317 -2.5527 -4.1688
56 H 0.4021 6.3236 -1.5482
57 H 2.8510 6.1053 -1.5210
58 H 0.7669 -6.3810 -2.5733
59 H -1.0298 2.3167 -2.8614
60 H -5.6456 -4.3041 1.1968
61 H 1.6407 -5.0003 -4.4266
62 H -4.3955 3.6676 0.6337
63 H 1.1496 -1.4725 -2.0533
64 H 2.4999 2.0738 -0.1059
65 H -3.2590 4.0626 -1.3183
66 H -0.6456 -0.1471 -2.9652
67 H -4.4946 -4.5971 -0.9691
68 H 0.0572 -5.3234 -0.4686
69 H 3.1243 0.6663 4.2361
70 H -2.1539 -3.8904 -1.2359

Forces on the atoms, in the same order (eV/Å):
Te -0.2 0.2 -0.1
Rh -0.4 -0.4 0.0
O 0.0 0.1 0.0
O 0.0 0.1 -0.1
O 0.0 0.0 -0.1
O 0.2 0.2 -0.1
O 0.0 0.1 0.0
O 0.1 0.0 0.2
N 0.0 -0.1 0.0
N 0.0 -0.4 0.1
C 0.0 0.0 0.0
C 0.0 0.0 -0.1
C 0.0 0.0 0.1
C 0.0 0.0 0.0
C 0.0 -0.1 0.2
C 0.0 0.0 0.0
C 0.1 -0.1 0.0
C 0.0 0.0 0.0
C 0.0 0.0 0.0
C 0.0 -0.1 0.0
C 0.0 -0.1 0.0
C 0.0 0.0 0.0
C 0.0 0.0 0.0
C -0.1 0.0 0.0
C 0.0 0.0 0.0
C 0.0 0.2 -0.1
C 0.0 0.0 -0.1
C 0.0 0.0 0.0
C 0.0 0.1 -0.1
C 0.2 -0.2 0.0
C 0.0 0.0 0.0
C 0.0 0.0 0.0
C 0.0 0.0 0.0
C 0.0 0.0 0.0
C 0.0 0.0 0.1
C 0.3 0.1 0.1
C 0.0 0.0 0.0
C 0.0 0.1 0.0
C 0.0 0.0 0.1
C 0.0 -0.1 0.0
C 0.0 0.0 0.0
C 0.0 0.0 0.0
C 0.0 0.0 0.0
H 0.0 0.0 0.0
H 0.0 0.0 0.0
H 0.0 0.0 0.0
H 0.0 0.0 0.0
H 0.0 0.0 0.0
H 0.0 0.0 0.0
H 0.0 0.0 0.0
H 0.0 0.0 0.0
H 0.0 0.0 0.0
H 0.0 0.1 0.0
H 0.0 0.0 0.0
H 0.0 0.0 0.0
H 0.0 0.0 0.0
H 0.0 0.0 0.0
H 0.0 0.0 0.0
H 0.0 0.0 0.0
H 0.0 0.0 0.0
H 0.0 0.0 0.0
H 0.0 0.0 0.0
H 0.0 0.0 0.0
H 0.0 0.1 0.0
H 0.0 0.0 0.0
H 0.0 0.0 0.0
H 0.0 0.0 0.0
H 0.0 0.0 0.0
H 0.0 0.0 0.0
H 0.0 0.0 0.0